Entry 1:
Entry from the Open Molecules 2025 dataset: C13H16EuIN3S as an isolated structure in a non-equilibrium geometry (wB97M-V/def2-TZVPD).

```
35
C13H16EuIN3S wB97M-V/def2-TZVPD
C -0.625 -2.102 -2.936
C 1.724 1.439 -2.719
H -0.160 -3.101 -2.732
H -0.169 -1.460 -3.761
H -1.708 -1.969 -2.954
H 2.677 1.301 -2.136
H 1.627 0.670 -3.544
H 1.166 2.433 -2.725
Eu 0.414 -0.306 -1.935
C -1.781 2.063 -1.422
H -1.147 2.967 -1.433
H -2.283 1.845 -0.464
H -2.247 1.733 -2.331
I 2.334 -2.096 0.145
N -0.576 0.072 3.216
C 0.468 0.953 3.363
C 1.118 1.446 4.487
C 2.284 2.201 4.261
C 2.753 2.429 2.959
C 2.067 1.968 1.832
C 0.894 1.239 2.041
N 0.091 0.573 1.145
C -0.784 -0.133 1.890
C -1.789 -1.020 1.385
C -2.713 -1.701 2.174
S -3.818 -2.564 1.169
C -2.951 -1.963 -0.254
N -1.896 -1.220 0.012
H -1.104 -0.385 3.991
H 0.698 1.244 5.476
H 2.830 2.608 5.112
H 3.674 2.988 2.825
H 2.372 2.100 0.799
H -2.713 -1.673 3.263
H -3.283 -2.176 -1.268
```

Maximum force ... 4.868 eV/Å
HOMO (alpha / beta) ... -5.36 / -7.22 eV
E ... -2075.0914 a.u.
<S²> ... 15.873
2S+1 ... 8

Entry 2:
Entry from the Open Molecules 2025 dataset: one molecule with the formula C6H8O2 in a non-equilibrium geometry (wB97M-V/def2-TZVPD).

```
16
C6H8O2 wB97M-V/def2-TZVPD
C -1.397 -0.565 0.362
C -1.074 1.035 0.249
C 0.298 0.587 -0.407
C 1.807 0.633 -0.353
C 2.146 -0.660 -0.190
C 0.125 -0.615 0.476
H -2.627 -0.375 -1.005
H -1.830 -0.809 1.334
H -1.735 1.738 -0.284
H -0.870 1.383 1.263
H 0.096 0.292 -1.448
H 2.502 1.429 -0.583
H 3.090 -1.174 -0.289
H 0.363 -0.261 1.511
O -2.059 -1.108 -0.750
O 1.167 -1.531 0.114
```

Maximum force ... 1.723 eV/Å
HOMO ... -8.55 eV
SMILES string ... O[C@@H]1C[C@H]2C=CO[C@H]12
E ... -383.7757 a.u.

Entry 3:
Entry from the Open Molecules 2025 dataset: a 2-piece molecular cluster, C4H11NO overall in a non-equilibrium geometry (wB97M-V/def2-TZVPD).

```
17
C4H11NO wB97M-V/def2-TZVPD
C -1.508 -1.232 -4.770
C -1.927 -1.236 -3.260
N -1.513 -2.442 -2.503
H -2.606 -1.331 -5.276
H -0.914 -0.320 -5.045
H -0.921 -2.123 -5.008
H -1.593 -0.402 -2.813
H -2.982 -1.062 -3.385
H -1.303 -3.219 -3.100
H -0.770 -2.219 -1.976
C 2.737 1.545 5.590
C 1.648 2.171 5.174
O 1.988 3.437 4.701
H 2.736 0.526 5.886
H 3.706 1.916 5.561
H 0.525 2.039 5.235
H 2.696 3.953 4.987
```

Maximum force ... 4.868 eV/Å
HOMO ... -9.13 eV
SMILES string ... C=CO.CCN
E ... -288.8862 a.u.

Entry 4:
Entry from the Open Molecules 2025 dataset: one molecule with the formula C6H10Cl2 in a non-equilibrium geometry (wB97M-V/def2-TZVPD).

```
18
C6H10Cl2 wB97M-V/def2-TZVPD
C -0.731 1.490 -0.002
C -0.386 -0.679 -0.896
C -0.051 0.801 -1.149
C -0.506 0.311 1.029
C 0.546 -1.879 -0.767
C 0.761 0.233 1.772
Cl -0.639 1.287 -2.782
Cl -2.028 -0.086 1.799
H -0.345 2.411 0.169
H -1.697 1.713 -0.263
H -1.344 -0.866 -1.084
H 0.944 1.162 -1.335
H 1.537 -1.667 -0.202
H 0.846 -2.185 -1.815
H 0.062 -2.670 -0.299
H 1.333 0.996 1.470
H 1.166 -0.787 1.549
H 0.532 0.416 2.808
```

Maximum force ... 7.545 eV/Å
HOMO ... -8.20 eV
E ... -1154.8814 a.u.

What is the E in the first record? -2075.0914 a.u.